Here is 2 unconnected molecules or ions with the total composition C5H6Cl2N2O2 in a non-equilibrium geometry from the Open Molecules 2025 dataset. Energies are from ωB97M-V/def2-TZVPD.

The value obtained for the highest occupied orbital energy (spin up / spin down) is -0.31347 / -0.26165 Ha. The energy above the lowest of the compared OMol25 structures with the same formula, charge and spin is 131.0 kcal/mol. Its HOMO-LUMO gap (spin up / spin down) is 7.82 / 6.06 eV.

Element x y z (Å)
Cl: 2.4420 -4.0725 1.7176
Cl: -1.5550 0.4776 -1.5172
O: -0.5159 -2.1260 -1.2655
O: 0.2578 -4.1322 -1.8755
N: -0.0993 0.1134 0.6564
N: 0.0459 -3.1728 -1.1808
C: -0.3232 2.4417 0.0970
C: -0.2125 -1.2308 0.7005
C: -0.6322 0.9615 -0.0991
C: 0.9923 -3.2604 1.3633
C: 0.9741 -1.9147 1.0609
H: 1.7924 -1.3724 0.7122
H: 0.1307 -3.8542 1.3710
H: -1.2263 2.9188 0.2733
H: 0.4094 2.4952 0.8395
H: 0.0672 2.5951 -0.8570
H: -1.1645 -1.8186 0.8745

Forces on atoms 1 to 2 (eV/Å):
Cl 0.2 -0.2 -0.1
Cl -0.2 0.7 0.3